[1]
Formula: C10H23BN2O3
Source: OMol25
Level of theory: wB97M-V/def2-TZVPD

```
! wB97M-V def2-TZVPD RIJCOSX def2/J DEFGRID3
* xyz 0 1
H 3.720 1.794 -1.337
H 4.882 -1.566 -1.507
C 2.907 1.102 -1.081
H -3.117 0.955 -2.030
H 5.496 0.068 -1.330
N -2.026 -2.040 0.650
B 1.656 -0.400 1.399
H -3.121 1.816 -0.594
C -1.301 0.208 0.359
H -2.051 -0.987 -1.223
C 4.601 -0.560 -1.708
C 1.023 0.843 0.604
C 3.441 -0.281 -0.727
H -4.256 -1.118 -0.853
H 2.798 -0.879 3.048
H -3.918 0.509 1.788
H 0.259 -0.233 -1.035
H 1.770 2.790 -0.235
N -0.063 0.459 -0.358
H -2.804 -2.749 0.632
H 2.699 2.022 0.895
H 0.602 1.229 1.640
H 2.615 -0.968 -0.904
H -2.002 -1.733 1.660
H 2.124 1.143 -1.935
H 3.583 -0.390 0.383
O -1.565 0.744 1.400
C -4.414 -0.101 1.030
C -3.684 1.040 -1.084
H 4.312 -0.419 -2.780
O 2.640 -0.191 2.359
O 1.234 -1.678 1.042
C -3.659 -0.291 -0.344
H -5.374 0.360 1.003
C -2.249 -0.861 -0.178
C 2.105 1.750 0.065
H -4.492 -1.122 1.547
H 0.263 -1.748 0.940
H -4.635 1.483 -1.201
*
```

Computed properties:
SMILES   CCCC[C@@H](NC(=O)[C@@H](N)C(C)C)B(O)O
LUMO level   0.61 eV
HOMO-LUMO gap   9.82 eV
E   -754.9722 a.u.

Taken from the Löwdin analysis, the atomic charges in e are:
1 H 0.107
2 H 0.043
3 C -0.217
4 H 0.091
5 H 0.104
6 N 0.060
7 B -0.665
8 H 0.077
9 C -0.435
10 H 0.127
11 C -0.101
12 C -0.214
13 C -0.265
14 H 0.151
15 H 0.133
16 H 0.064
17 H 0.131
18 H 0.132
19 N 0.135
20 H 0.107
21 H 0.094
22 H 0.185
23 H 0.095
24 H 0.111
25 H 0.137
26 H 0.114
27 O 0.092
28 C -0.077
29 C -0.068
30 H 0.090
31 O 0.138
32 O 0.133
33 C -0.359
34 H 0.054
35 C -0.336
36 C -0.189
37 H 0.086
38 H 0.071
39 H 0.065

[2]
Formula: C10H23BN3O3
Source: OMol25
Level of theory: wB97M-V/def2-TZVPD

```
! wB97M-V def2-TZVPD RIJCOSX def2/J DEFGRID3
* xyz 1 1
H -2.610 -0.177 -2.620
H 3.004 -1.864 0.741
H 1.221 -2.999 1.560
C 1.643 -0.381 -1.339
C 0.978 -1.986 1.067
O -4.150 0.325 0.361
C 2.236 -0.030 0.108
H 0.935 -3.234 -0.866
H -0.786 1.969 1.215
H -2.915 -2.680 -0.672
H 2.782 3.294 0.867
H -0.974 -0.075 -0.125
O -3.150 -1.327 1.604
C 1.784 3.684 0.449
C -0.838 -0.346 -1.227
C -3.553 -0.757 0.333
H 2.481 -0.948 2.036
C -0.455 2.642 0.339
H 1.971 4.417 -0.418
H -0.681 -2.640 -0.249
H 1.531 0.544 -2.010
H -0.606 0.644 -1.768
N 2.262 -1.205 1.061
H -4.191 -1.697 -1.559
H -1.134 2.410 -0.554
H -1.759 -1.801 -2.627
H -0.702 3.716 0.656
O 1.520 1.442 2.254
H 1.285 4.261 1.296
H 2.443 -1.030 -1.865
B 1.580 1.325 0.791
C -3.210 -1.617 -0.959
C -2.135 -0.954 -1.942
H 3.346 0.248 -0.058
H 1.002 0.643 2.526
H -2.167 -1.287 1.597
H 0.196 -1.489 1.725
C 0.416 -2.320 -0.395
N 0.392 -1.181 -1.346
N 1.008 2.461 0.013
*
```

Computed properties:
SMILES   CN(C)B(O)[C@@H]1CN(CCCC(=O)O)CC[NH2+]1
LUMO level   -3.65 eV
HOMO-LUMO gap   8.68 eV
E   -809.3765 a.u.

Taken from the Löwdin analysis, the atomic charges in e are:
1 H 0.125
2 H 0.197
3 H 0.158
4 C -0.121
5 C -0.091
6 O 0.104
7 C -0.109
8 H 0.147
9 H 0.096
10 H 0.114
11 H 0.098
12 H 0.106
13 O 0.012
14 C -0.076
15 C -0.184
16 C -0.402
17 H 0.179
18 C -0.082
19 H 0.111
20 H 0.129
21 H 0.153
22 H 0.129
23 N 0.053
24 H 0.142
25 H 0.088
26 H 0.132
27 H 0.109
28 O 0.079
29 H 0.103
30 H 0.141
31 B -0.445
32 C -0.102
33 C -0.134
34 H 0.181
35 H 0.095
36 H 0.070
37 H 0.131
38 C -0.128
39 N -0.181
40 N -0.129

[3]
Formula: C10H23Br11FOPSi
Source: OMol25
Level of theory: wB97M-V/def2-TZVPD

```
! wB97M-V def2-TZVPD RIJCOSX def2/J DEFGRID3
* xyz 0 1
H -3.117 4.585 1.032
H 1.108 -4.987 2.777
P -2.923 -0.774 -2.192
H 0.584 -5.427 0.256
H 4.846 -1.251 4.558
C 0.936 -4.482 0.667
C 6.754 -2.291 4.430
C 1.725 -4.707 1.928
Br -6.653 0.504 -2.316
H 3.398 -0.731 -1.146
H -6.231 2.160 -0.540
C 2.152 0.126 0.418
H -5.274 4.035 -1.746
Br -0.891 5.655 -1.899
Br 5.948 -0.291 2.540
Br -1.776 2.714 0.142
C 2.502 -0.952 -0.572
Br -4.288 2.974 -3.741
C -2.527 5.263 -0.919
H -6.554 3.409 -2.802
H 2.489 -5.468 1.773
H -0.530 0.120 -3.840
Br 2.700 -3.097 2.434
H 6.898 -2.573 5.472
H 7.723 -2.175 3.952
C 5.891 -1.059 4.331
F -1.621 -1.854 -5.019
C -2.233 4.590 0.396
H 1.498 -3.947 -0.094
O -1.743 -0.439 -0.995
H 6.265 -0.275 4.988
H -0.888 -0.745 -1.395
Br 2.336 1.898 -0.374
H -4.694 1.554 -1.189
Br -0.675 -3.444 1.013
Br 1.067 -1.230 -1.863
H -3.001 6.230 -0.757
C -5.608 3.174 -2.323
H -1.407 5.048 0.934
Br 5.887 -3.823 3.598
H 2.624 -1.910 -0.069
H -3.150 4.662 -1.576
Si -1.858 -0.463 -4.124
H 2.849 0.112 1.255
H -2.624 0.544 -4.878
H 1.135 0.051 0.795
Br -3.376 -2.961 -1.867
C -5.674 1.948 -1.451
*
```

Computed properties:
SMILES   OP(Br)[SiH2]F.BrCCBr.BrCCBr.BrCCBr.BrCCBr.BrCCBr
LUMO level   0.05 eV
HOMO-LUMO gap   8.62 eV
E   -29515.0129 a.u.

Taken from the Löwdin analysis, the atomic charges in e are:
1 H 0.055
2 H 0.054
3 P 0.321
4 H 0.063
5 H 0.045
6 C -0.682
7 C -0.686
8 C -0.657
9 Br 0.595
10 H 0.059
11 H 0.059
12 C -0.688
13 H 0.041
14 Br 0.612
15 Br 0.609
16 Br 0.633
17 C -0.642
18 Br 0.617
19 C -0.706
20 H 0.051
21 H 0.062
22 H -0.077
23 Br 0.626
24 H 0.058
25 H 0.051
26 C -0.689
27 F -0.295
28 C -0.684
29 H 0.027
30 O -0.575
31 H 0.058
32 H -0.177
33 Br 0.614
34 H 0.002
35 Br 0.622
36 Br 0.765
37 H 0.060
38 C -0.680
39 H 0.050
40 Br 0.580
41 H -0.015
42 H -0.013
43 Si 0.395
44 H 0.027
45 H -0.080
46 H 0.056
47 Br 0.182
48 C -0.704

[4]
Formula: C10H23F3NO3S2
Source: OMol25
Level of theory: wB97M-V/def2-TZVPD

```
! wB97M-V def2-TZVPD RIJCOSX def2/J DEFGRID3
* xyz 1 1
H -3.491 0.788 1.461
H -3.900 0.312 -1.415
H 4.884 2.653 -3.997
H 3.019 0.374 -1.448
C -4.961 -0.480 0.810
C 3.540 0.735 -2.335
C -4.838 2.038 0.584
H -3.593 -1.577 2.044
C -3.223 0.478 -0.587
F -4.363 2.807 -0.393
H 4.185 -2.210 0.614
H -0.294 -0.605 0.331
S 2.654 -0.556 1.395
H -1.365 -0.990 1.664
O 5.706 1.078 -0.904
H 4.038 -0.099 -2.833
H 4.808 -1.326 2.045
C -4.055 -1.665 1.058
H -5.553 -0.590 -0.086
H 2.651 -1.971 3.316
O 1.903 -0.632 0.098
C 4.281 -1.238 1.096
O -3.112 -1.872 0.049
S 4.772 1.887 -1.738
H -5.587 -0.307 1.675
F -4.655 2.624 1.780
F -6.132 1.787 0.379
H 1.015 -1.695 2.678
H 4.816 -0.544 0.445
H 5.939 1.230 -3.719
H -2.581 1.318 -0.798
H -1.272 0.659 0.983
C 5.586 2.178 -3.312
H -4.685 -2.546 1.091
C 2.048 -1.908 2.411
H -1.873 -0.972 -1.230
C -1.270 -0.404 0.759
H 2.102 -2.840 1.849
H 6.430 2.840 -3.136
H 2.852 1.233 -3.019
C -2.352 -0.736 -0.289
N -4.072 0.744 0.621
*
```

Computed properties:
LUMO level   -2.79 eV
HOMO-LUMO gap   7.83 eV
E   -1770.9572 a.u.

Taken from the Löwdin analysis, the atomic charges in e are:
1 H 0.187
2 H 0.156
3 H 0.054
4 H 0.000
5 C -0.034
6 C -0.269
7 C -0.556
8 H 0.136
9 C -0.035
10 F 0.206
11 H 0.069
12 H 0.053
13 S 0.835
14 H 0.085
15 O -0.559
16 H 0.066
17 H 0.064
18 C -0.169
19 H 0.148
20 H 0.059
21 O -0.582
22 C -0.246
23 O -0.057
24 S 0.809
25 H 0.150
26 F 0.199
27 F 0.203
28 H 0.033
29 H 0.020
30 H 0.060
31 H 0.147
32 H 0.088
33 C -0.268
34 H 0.149
35 C -0.263
36 H 0.163
37 C 0.001
38 H 0.064
39 H 0.051
40 H 0.057
41 C -0.324
42 N 0.051

[5]
Formula: C10H23N2
Source: OMol25
Level of theory: wB97M-V/def2-TZVPD

```
! wB97M-V def2-TZVPD RIJCOSX def2/J DEFGRID3
* xyz 1 1
H 0.106 2.443 -0.970
H 1.307 -0.324 2.704
H 2.927 -2.212 -1.547
H 2.370 2.401 1.255
C -1.706 -0.494 0.196
C -1.606 -1.730 -0.473
H -3.931 2.325 -0.036
H -2.021 -1.906 -1.450
H -3.755 -0.066 0.616
H 0.825 -0.753 -2.098
H 1.227 1.793 2.388
N -2.976 0.286 -0.057
C 1.273 -0.916 -1.070
C 0.307 1.404 -1.301
C 1.329 1.975 1.367
H 1.512 -1.445 1.275
C -2.990 1.741 0.233
N 1.182 0.614 0.903
H -2.283 2.415 -0.405
H -0.375 1.134 -2.102
H 0.414 -1.703 -0.665
C 0.822 0.337 -0.375
C -0.650 -2.671 -0.089
C 2.669 -1.232 -1.092
H 3.234 -1.411 -0.119
H -2.782 2.011 1.267
H -1.372 -0.499 1.257
C 1.676 -0.495 1.787
H -3.436 0.169 -1.043
H 2.783 -0.709 1.846
H -0.659 -3.551 -0.667
H -0.427 -2.690 1.049
H 3.188 -0.478 -1.685
H 1.232 1.588 -1.942
H 0.587 2.651 1.041
*
```

Computed properties:
LUMO level   -2.86 eV
HOMO-LUMO gap   7.14 eV
E   -503.8779 a.u.

Taken from the Löwdin analysis, the atomic charges in e are:
1 H 0.074
2 H 0.051
3 H 0.100
4 H 0.132
5 C -0.162
6 C -0.232
7 H 0.115
8 H 0.109
9 H 0.202
10 H 0.143
11 H 0.065
12 N -0.045
13 C -0.263
14 C -0.050
15 C -0.021
16 H 0.073
17 C -0.071
18 N -0.128
19 H 0.112
20 H 0.087
21 H 0.067
22 C -0.245
23 C -0.098
24 C -0.103
25 H 0.093
26 H 0.090
27 H 0.124
28 C 0.002
29 H 0.218
30 H 0.113
31 H 0.054
32 H 0.112
33 H 0.090
34 H 0.121
35 H 0.070